Entry 1:
{
  "formula": "C32H43BF9N2O15PS4",
  "method": "wB97M-V/def2-TZVPD",
  "species": ["O", "C", "N", "C", "C", "C", "C", "C", "C", "C", "O", "C", "B", "O", "O", "C", "C", "F", "F", "C", "F", "F", "C", "F", "F", "C", "F", "F", "F", "C", "O", "N", "P", "O", "C", "O", "H", "H", "H", "H", "H", "H", "H", "H", "H", "H", "H", "C", "C", "C", "S", "O", "O", "C", "H", "H", "H", "H", "H", "H", "H", "H", "C", "C", "C", "S", "O", "O", "C", "H", "H", "H", "H", "H", "H", "H", "H", "C", "C", "C", "S", "O", "O", "C", "H", "H", "H", "H", "H", "H", "H", "H", "C", "C", "C", "S", "O", "O", "C", "H", "H", "H", "H", "H", "H", "H", "H"],
  "coordinates": [[-3.614478, 0.776057, 1.469209], [-2.707701, 0.903002, 0.604520], [-1.958846, 1.316930, -0.418015], [-2.414875, 0.513255, -1.577845], [-1.946462, -1.003308, -1.558398], [-2.346454, -2.019726, -2.683516], [-3.277259, -1.434015, -3.789309], [-3.739655, -2.477716, -4.959113], [-5.256354, -3.040864, -4.716332], [-5.279057, -4.408062, -3.838282], [-6.358026, -5.314926, -4.218360], [-3.768257, 0.091974, -3.833798], [-4.759021, 0.424369, -5.085062], [-4.339543, 0.338583, -6.469990], [-6.150998, 0.791702, -4.815295], [-3.315747, 1.147806, -2.711087], [-3.815458, 2.639601, -2.827184], [-5.271093, 2.580655, -2.674113], [-3.582212, 3.259832, -4.131732], [-3.298960, 3.730572, -1.785135], [-1.842166, 3.766951, -1.899072], [-3.755364, 3.569567, -0.434341], [-3.708691, 5.276632, -2.168465], [-5.067372, 5.427896, -2.566457], [-2.791437, 5.842433, -3.145214], [-3.525218, 6.244777, -0.852793], [-4.680178, 6.263127, -0.010682], [-2.295141, 6.028576, -0.165417], [-3.432687, 7.588643, -1.405098], [-1.682858, -3.449717, -2.415194], [-1.791883, -4.566149, -2.992778], [-0.815781, -3.129546, -1.216619], [0.703529, -2.698564, -2.101683], [1.083397, -3.721123, -3.194832], [-1.033367, -1.809327, -0.520532], [-0.581986, -1.437880, 0.603314], [-3.056341, -3.418604, -4.865933], [-3.563352, -2.071390, -6.016335], [-5.714273, -3.292304, -5.757325], [-5.877788, -2.207748, -4.224425], [-4.299658, -5.002347, -3.921147], [-5.491260, -4.100336, -2.739760], [-6.883438, -4.927186, -4.958876], [-4.786051, -0.474902, -6.831699], [-6.470553, 1.210221, -5.650893], [0.507900, -1.425532, -2.781960], [1.805797, -2.470252, -1.180879], [4.014246, -0.367198, -6.349377], [4.244568, 0.934315, -5.579350], [2.885202, 1.614753, -5.411607], [1.667204, 0.304797, -5.411624], [0.838009, 0.446951, -6.586115], [1.107679, 0.173547, -4.082013], [2.814874, -1.032172, -5.687619], [4.894501, -1.013425, -6.326021], [3.787323, -0.141487, -7.396837], [4.666085, 0.705346, -4.594746], [4.951946, 1.588898, -6.094159], [2.824307, 2.165895, -4.471846], [2.665023, 2.280719, -6.248281], [2.351328, -1.798695, -6.308640], [3.083353, -1.448480, -4.713580], [1.331707, 2.916156, -0.145267], [1.550111, 3.589051, 1.210687], [2.946059, 4.213687, 1.193317], [3.301295, 4.596508, -0.517671], [4.401891, 3.768117, -0.956198], [3.296617, 6.031650, -0.696135], [1.789243, 3.927795, -1.186967], [0.287244, 2.632143, -0.293913], [1.942099, 2.008846, -0.209741], [0.797573, 4.372179, 1.354200], [1.446067, 2.879621, 2.035477], [2.984529, 5.129836, 1.784490], [3.703207, 3.510745, 1.546804], [1.979160, 3.482726, -2.163826], [1.073345, 4.748243, -1.279731], [1.274316, -2.672812, 4.095887], [1.481097, -1.997361, 5.452613], [2.872468, -1.363945, 5.442333], [3.235069, -0.980383, 3.733281], [4.343648, -1.801711, 3.302169], [3.222040, 0.456080, 3.553459], [1.731394, -1.659064, 3.055849], [0.232576, -2.963486, 3.942019], [1.890684, -3.576227, 4.035304], [0.722975, -1.219075, 5.591286], [1.376975, -2.704387, 6.274466], [2.901472, -0.446815, 6.033091], [3.632101, -2.061691, 5.800796], [1.929465, -2.103616, 2.080478], [1.011209, -0.843200, 2.958445], [3.348852, -1.424006, 10.872383], [3.114526, -2.868235, 11.318126], [2.221398, -3.532919, 10.269314], [2.547144, -2.687471, 8.727043], [1.348843, -1.986510, 8.325790], [3.257170, -3.578046, 7.835354], [3.699696, -1.500022, 9.392602], [4.143621, -0.945448, 11.448927], [2.431883, -0.841341, 11.010938], [4.074204, -3.393390, 11.371147], [2.659719, -2.916207, 12.310534], [2.453328, -4.593074, 10.156804], [1.163224, -3.406741, 10.506965], [3.591930, -0.546104, 8.875964], [4.707849, -1.895494, 9.246851]],
  "atomic_forces_ev_per_a": [[6.6, 0.5, -5.4], [-3.6, 1.8, 1.0], [-3.7, -3.0, 3.2], [-0.4, -2.0, -1.7], [-1.9, 0.2, -2.6], [-1.8, 4.6, 0.2], [0.9, 0.6, 1.0], [0.4, -0.7, 1.1], [0.4, -0.1, -0.5], [-0.3, 0.8, 0.4], [0.2, 1.2, -0.6], [2.4, -1.3, 2.9], [-1.9, 0.8, -0.7], [-1.1, -1.3, 2.1], [3.2, -0.3, -1.3], [1.4, -4.9, -0.6], [-2.0, 0.0, -0.5], [3.4, 0.4, -0.4], [-0.5, -1.9, 3.1], [1.4, 1.5, 0.1], [-3.6, -0.5, 0.8], [1.3, -0.1, -3.4], [0.1, 1.3, -0.2], [3.5, -0.5, 0.6], [-2.8, -1.9, 2.4], [0.1, 2.8, -0.1], [3.7, -0.5, -2.0], [-3.7, 0.3, -1.5], [-0.3, -3.5, 1.7], [-1.5, -1.0, -1.2], [0.6, 5.5, 3.0], [2.1, 0.7, -0.4], [2.4, -2.3, -3.2], [-1.0, 2.1, 2.7], [-1.2, 2.1, 1.3], [-1.7, -2.1, -5.2], [-1.0, 1.8, -0.2], [-0.4, -0.3, 1.7], [0.8, 0.5, 1.7], [0.7, -1.4, -0.7], [-1.4, 1.1, 0.1], [0.7, -0.6, -1.7], [0.8, -0.4, 0.9], [0.5, 1.3, 0.1], [0.1, -0.6, 0.8], [-0.3, -0.7, 1.1], [-1.3, -0.2, 0.0], [0.1, 0.1, -0.2], [0.3, 0.0, 0.1], [0.4, 0.5, 0.1], [0.2, -0.2, -0.3], [-0.1, 0.0, 0.5], [-0.4, 0.1, -0.1], [0.3, -0.4, -0.1], [-0.1, 0.0, 0.0], [0.0, -0.1, 0.1], [0.0, 0.0, -0.1], [-0.1, 0.0, 0.1], [-0.2, -0.1, -0.1], [-0.1, -0.1, 0.1], [-0.1, 0.1, 0.2], [-0.1, 0.0, -0.1], [-0.1, -0.2, 0.0], [-0.2, 0.0, 0.1], [-0.1, -0.1, 0.6], [-0.1, 0.3, 0.0], [-0.1, 0.3, -0.1], [0.3, -0.3, -0.1], [-0.4, -0.3, -0.2], [0.1, 0.0, 0.0], [-0.1, 0.1, 0.0], [0.1, -0.1, 0.0], [0.1, 0.1, -0.1], [0.2, -0.1, -0.2], [0.0, 0.1, -0.1], [0.1, 0.1, 0.1], [0.1, 0.0, 0.0], [0.1, -0.1, 0.0], [-0.3, -0.2, -0.1], [-0.1, -0.1, 0.6], [-0.2, 0.0, 0.0], [0.0, 0.4, 0.0], [0.3, -0.2, -0.2], [-0.4, -0.3, -0.2], [0.1, 0.0, 0.0], [-0.1, 0.1, 0.0], [0.1, -0.1, 0.0], [0.0, 0.2, -0.3], [0.1, 0.0, -0.2], [0.0, 0.1, -0.2], [0.1, 0.2, 0.0], [0.1, 0.0, 0.0], [-0.1, 0.1, 0.2], [0.2, 0.0, 0.2], [-0.1, -0.4, 0.5], [0.4, -0.1, 0.3], [0.2, -0.2, 0.1], [-0.4, 0.2, -0.1], [0.3, 0.4, 0.2], [-0.1, 0.0, -0.1], [0.1, 0.0, 0.0], [-0.1, 0.1, 0.0], [0.0, 0.0, -0.1], [-0.1, 0.1, -0.2], [0.1, 0.0, -0.2], [0.0, -0.2, -0.1], [-0.1, 0.0, -0.1]],
  "mulliken_charge": [-0.515, 0.580, -0.181, -0.216, 0.492, 0.106, 0.508, -1.375, -0.467, 0.023, -0.555, -0.069, 0.576, -0.602, -0.566, 0.158, 1.301, -0.305, -0.331, 0.241, -0.229, -0.325, 0.560, -0.252, -0.265, 0.580, -0.224, -0.184, -0.262, 0.255, -0.504, -0.301, 0.518, -0.693, -0.071, -0.478, 0.406, 0.391, 0.378, 0.254, 0.118, 0.188, 0.324, 0.333, 0.317, 0.200, 0.140, -0.653, -0.674, -0.285, 1.092, -0.716, -0.466, -0.617, 0.348, 0.308, 0.293, 0.348, -0.053, 0.400, 0.395, 0.280, 0.266, -0.716, -0.670, 1.197, -0.677, -0.691, -0.354, -0.421, 0.347, 0.261, 0.397, 0.409, 0.306, 0.102, 0.276, -0.921, -0.292, -0.653, 1.219, -0.699, -0.644, -0.383, 0.390, 0.368, 0.234, 0.230, 0.300, 0.411, 0.222, 0.234, -0.619, -0.607, -0.796, 1.336, -0.676, -0.713, -0.718, 0.367, 0.302, 0.303, 0.316, 0.360, 0.353, 0.367, 0.400],
  "orbital_gap_ev": 7.34,
  "lumo_energy_ev": -2.5,
  "smiles": "O=C=Nc1c2c(c(CCCO)c(B(O)O)c1C(F)(F)C(F)(F)C(F)(F)C(F)(F)F)C(=O)N([PH2]=O)C2=O.O=S1(=O)CCCC1.O=S1(=O)CCCC1.O=S1(=O)CCCC1.O=S1(=O)CCCC1",
  "total_energy_ev": -145328.4910,
  "molar_mass_g_mol": 1036.7
}

Entry 2:
{
  "formula": "C5H11ClIN2S",
  "method": "wB97M-V/def2-TZVPD",
  "species": ["C", "C", "C", "C", "C", "N", "N", "S", "Cl", "I", "H", "H", "H", "H", "H", "H", "H", "H", "H", "H", "H"],
  "coordinates": [[-2.555892, 1.069155, -0.234282], [-0.310151, -2.524504, -0.320147], [2.073181, 0.919319, -0.482535], [0.422237, -0.446469, 0.865967], [-0.558352, -1.023599, -0.197048], [-1.334341, 1.774393, -0.236248], [0.962383, 0.814161, 0.580064], [-2.328130, -0.730481, 0.130904], [-4.051528, 1.744646, -0.066534], [-1.371904, 3.808559, -0.395180], [0.738750, -2.582279, -0.593670], [-0.251319, -2.927300, 0.725834], [-1.054208, -3.040009, -0.915734], [1.773280, 0.691706, -1.605288], [2.654714, 1.822590, -0.363967], [2.804650, 0.153238, -0.204530], [-0.061698, -0.337805, 1.802846], [1.151073, -1.227070, 1.177289], [-0.154021, -0.668112, -1.208440], [1.289070, 1.294094, 1.338920], [0.162206, 1.415770, 0.201780]],
  "atomic_forces_ev_per_a": [[6.7, 0.8, 1.5], [0.3, 0.1, 2.5], [0.2, -2.0, -1.1], [-1.0, -3.2, 0.9], [1.6, 0.9, -1.4], [-5.2, -2.1, -0.6], [1.1, 1.8, -5.0], [-0.3, 1.5, -1.0], [-0.7, 0.0, -0.3], [-0.1, -0.1, 0.0], [-0.1, -0.5, -0.9], [-0.6, -0.2, -0.8], [0.4, -0.2, -0.2], [0.1, 0.8, 2.6], [-0.6, 0.6, -0.2], [-0.2, -0.2, -0.2], [-1.1, 0.2, 0.9], [0.3, 0.7, -0.9], [-1.4, 0.2, 1.2], [1.2, 1.2, 2.8], [-0.4, -0.6, 0.1]],
  "nbo_charge": [0.058, -0.609, -0.450, -0.261, -0.369, -0.785, -0.530, 0.348, 0.193, 0.367, 0.228, 0.213, 0.252, 0.254, 0.246, 0.224, 0.239, 0.236, 0.244, 0.421, 0.480],
  "orbital_gap_ev": 8.76,
  "lumo_energy_ev": -3.8,
  "smiles": "C[NH2+]C[C@@H](C)S/C(Cl)=N/I",
  "charge": 1,
  "total_energy_ev": -39793.2195,
  "molar_mass_g_mol": 293.6
}

Entry 3:
{
  "formula": "C4H7NO",
  "method": "wB97M-V/def2-TZVPD",
  "species": ["C", "C", "O", "C", "C", "N", "H", "H", "H", "H", "H", "H", "H"],
  "coordinates": [[-1.727938, -1.069604, 0.105970], [-1.072548, 0.119339, -0.560830], [-0.219357, 0.850285, 0.344448], [2.395836, 0.934232, 0.407210], [1.047465, 0.493090, 0.294190], [1.819266, -0.419234, -0.088562], [-2.237391, -0.766188, 1.025465], [-2.474316, -1.505909, -0.565713], [-0.991167, -1.840587, 0.349495], [-1.809900, 0.857839, -0.884295], [-0.463769, -0.178027, -1.423044], [2.924046, 0.937580, 1.359023], [2.809777, 1.587185, -0.363357]],
  "atomic_forces_ev_per_a": [[0.0, -0.1, 0.1], [-0.2, -0.1, -0.3], [0.4, 0.0, 0.0], [0.4, 0.3, 0.2], [0.1, -0.2, -0.2], [-0.5, 0.3, 0.0], [0.1, 0.0, -0.1], [0.1, 0.1, 0.1], [-0.1, 0.1, 0.0], [0.0, -0.1, 0.0], [-0.2, 0.0, 0.1], [-0.1, -0.1, -0.1], [0.0, -0.1, 0.1]],
  "nbo_charge": [-0.638, -0.071, -0.472, -0.313, 0.498, -0.413, 0.217, 0.219, 0.223, 0.191, 0.193, 0.185, 0.180],
  "orbital_gap_ev": 10.91,
  "lumo_energy_ev": 1.0,
  "smiles": "CCOC1=NC1",
  "relative_energy_kj_mol": 275.54,
  "total_energy_ev": -7796.7887,
  "molar_mass_g_mol": 85.1
}